No. 1
Molecular formula: C2HClO
Method: DFT, the ωB97M-V functional and the def2-TZVPD basis

ORCA input file:
```
! RIJCOSX wB97M-V def2-TZVPD def2/J DEFGRID3
* xyz 0 1
C 0.697 -0.023 -0.240
C -0.554 0.163 0.078
O 0.253 -0.208 1.202
Cl -2.189 0.348 -0.210
H 1.794 -0.280 -0.830
*
```

The energy relative to the best compared isomer or geometry (same formula, charge and spin) comes out at 3.716 eV. As for the SMILES: ClC1=CO1.

Now the Löwdin charges, all in e: number 1, C, carries -0.0178; number 2, C, carries -0.7987; number 3, O, carries -0.1257; number 4, Cl, carries 0.7531; number 5, H, carries 0.1891



No. 2
Molecular formula: C7H16NS
Method: DFT, the ωB97M-V functional and the def2-TZVPD basis

ORCA input file:
```
! RIJCOSX wB97M-V def2-TZVPD def2/J DEFGRID3
* xyz 1 1
C -2.396 1.026 -0.731
C -2.043 -0.246 0.067
C -1.098 0.897 -1.578
C -0.788 -0.382 -0.843
C 0.957 -1.110 1.644
C 1.244 1.235 0.659
C 0.874 -0.201 0.456
N 1.858 -0.674 -0.611
S -0.439 -1.804 -1.714
H -3.198 1.017 -1.363
H -2.323 1.922 -0.275
H -2.001 0.007 1.134
H -2.676 -1.004 0.012
H -1.116 0.833 -2.572
H -0.374 1.649 -1.473
H 2.047 -1.513 1.831
H 0.226 -1.949 1.394
H 0.630 -0.578 2.440
H 1.811 1.826 -0.109
H 0.435 1.727 1.061
H 1.941 1.383 1.421
H 2.589 -1.355 -0.247
H 2.157 -0.009 -1.328
H 1.265 -1.244 -1.438
H -0.231 -2.622 -0.675
*
```

The energy relative to the best compared isomer or geometry (same formula, charge and spin) comes out at 4.658 eV.

Atomic partial charges in e from the Löwdin method, atoms 1 to 8: number 1, C, carries -0.0868; number 2, C, carries -0.1118; number 3, C, carries -0.1445; number 4, C, carries -0.6025; number 5, C, carries -0.0242; number 6, C, carries -0.0541; number 7, C, carries -0.3814; number 8, N, carries 0.0586



No. 3
Molecular formula: C4H10NO3
Method: DFT, the ωB97M-V functional and the def2-TZVPD basis

ORCA input file:
```
! RIJCOSX wB97M-V def2-TZVPD def2/J DEFGRID3
* xyz -1 1
O -2.990 -0.833 0.886
C -1.862 -1.155 0.616
C -1.052 -0.609 -0.537
C 0.282 -0.115 0.038
C 1.323 0.155 -1.071
O 2.590 0.370 -0.587
N -1.828 0.368 -1.250
H -1.297 -1.851 1.266
H -0.836 -1.468 -1.179
H 0.737 -0.862 0.687
H 0.168 0.772 0.666
H 1.303 -0.743 -1.718
H 0.956 1.029 -1.650
H -1.293 1.143 -1.613
H -2.639 0.690 -0.746
H 3.071 2.065 1.515
H 2.551 0.846 0.576
O 2.546 1.269 1.688
*
```

The energy relative to the best compared isomer or geometry (same formula, charge and spin) comes out at 2.521 eV.

Atomic partial charges in e from the Löwdin method, atoms 1 to 8: number 1, O, carries 0.0313; number 2, C, carries -0.2361; number 3, C, carries -0.3988; number 4, C, carries -0.1735; number 5, C, carries -0.4038; number 6, O, carries -0.2602; number 7, N, carries 0.0489; number 8, H, carries 0.1226



No. 4
Molecular formula: C16H15ClN4O3S
Method: DFT, the ωB97M-V functional and the def2-TZVPD basis

ORCA input file:
```
! RIJCOSX wB97M-V def2-TZVPD def2/J DEFGRID3
* xyz 0 1
C -2.369 0.391 -3.748
C -2.392 0.344 -2.246
O -2.424 -0.669 -1.603
C -2.401 1.725 -1.608
H -1.872 2.452 -2.221
H -3.431 2.048 -1.452
S -1.640 1.676 0.040
C -0.151 0.945 -0.448
N 0.215 0.790 -1.715
C 1.408 0.163 -1.646
C 1.775 -0.057 -0.325
N 0.749 0.467 0.433
C 0.615 0.406 1.867
C -0.575 -0.438 2.248
C -0.742 -1.689 1.665
C -1.839 -2.475 1.958
C -2.792 -2.021 2.854
C -2.642 -0.784 3.455
C -1.541 0.000 3.148
Cl -1.397 1.545 3.915
H -3.376 -0.419 4.155
H -3.654 -2.626 3.087
H -1.951 -3.439 1.486
H 0.003 -2.043 0.967
H 0.501 1.420 2.263
H 1.540 -0.032 2.256
C 2.999 -0.702 0.031
O 3.429 -0.955 1.138
N 3.706 -1.043 -1.123
C 3.388 -0.849 -2.455
O 4.127 -1.210 -3.341
N 2.185 -0.218 -2.697
C 1.749 0.015 -4.055
H 2.563 -0.273 -4.718
H 1.510 1.071 -4.184
H 0.864 -0.585 -4.270
H 4.594 -1.508 -0.972
H -2.519 -0.605 -4.156
H -3.139 1.065 -4.117
H -1.400 0.771 -4.063
*
```

The energy relative to the best compared isomer or geometry (same formula, charge and spin) comes out at 0.000 eV. As for the SMILES: CC(=O)CSc1nc2c(c(=O)[nH]c(=O)n2C)n1Cc1ccccc1Cl.

Atomic partial charges in e from the Löwdin method, atoms 1 to 8: number 1, C, carries -0.0151; number 2, C, carries -0.5441; number 3, O, carries 0.0746; number 4, C, carries -0.3802; number 5, H, carries 0.0832; number 6, H, carries 0.0935; number 7, S, carries 1.0416; number 8, C, carries -0.5759



No. 5
Molecular formula: C2H2N2O2S
Method: DFT, the ωB97M-V functional and the def2-TZVPD basis

ORCA input file:
```
! RIJCOSX wB97M-V def2-TZVPD def2/J DEFGRID3
* xyz 0 1
C 0.483 -0.838 -1.234
C 1.008 1.800 1.389
N 1.522 -0.381 -1.389
N 0.008 1.222 1.188
O -0.928 -2.587 -0.221
O -1.688 -0.224 -0.450
S -1.160 -1.559 -1.178
H 1.880 2.449 1.674
H -1.125 0.118 0.221
*
```

The energy relative to the best compared isomer or geometry (same formula, charge and spin) comes out at 2.309 eV.

Atomic partial charges in e from the Löwdin method, atoms 1 to 8: number 1, C, carries -0.3762; number 2, C, carries -0.0003; number 3, N, carries 0.1126; number 4, N, carries 0.0860; number 5, O, carries -0.4358; number 6, O, carries -0.3110; number 7, S, carries 0.8847; number 8, H, carries 0.0948



No. 6
Molecular formula: C2H2INO3
Method: DFT, the ωB97M-V functional and the def2-TZVPD basis

ORCA input file:
```
! RIJCOSX wB97M-V def2-TZVPD def2/J DEFGRID3
* xyz 0 1
C -2.131 -1.513 -0.105
C -0.937 -0.606 0.212
N 3.164 2.138 0.143
O 0.188 -0.968 0.394
O 2.312 1.449 0.643
O -2.116 -2.669 0.153
I -1.461 1.434 -0.234
H -2.909 -1.073 -0.644
H 3.891 1.808 -0.561
*
```

The energy relative to the best compared isomer or geometry (same formula, charge and spin) comes out at 4.729 eV. As for the SMILES: O=CC(=O)I.N=O.

Atomic partial charges in e from the Löwdin method, atoms 1 to 8: number 1, C, carries -0.2920; number 2, C, carries -0.7685; number 3, N, carries -0.0072; number 4, O, carries 0.0519; number 5, O, carries -0.0732; number 6, O, carries 0.1288; number 7, I, carries 0.8255; number 8, H, carries 0.0630



No. 7
Molecular formula: C7H10
Method: DFT, the ωB97M-V functional and the def2-TZVPD basis

ORCA input file:
```
! RIJCOSX wB97M-V def2-TZVPD def2/J DEFGRID3
* xyz 0 1
C -1.851 -0.818 0.056
C -0.587 -0.645 -0.745
C 0.226 0.651 -0.941
C -0.206 1.954 -0.282
C 0.685 -0.452 -0.079
C 1.674 -0.846 0.759
C 1.908 -1.302 2.052
H -2.741 -0.519 -0.506
H -1.942 -1.874 0.331
H -1.790 -0.242 0.982
H -0.521 -1.262 -1.644
H 0.639 0.780 -1.941
H 0.630 2.652 -0.168
H -0.971 2.449 -0.893
H -0.634 1.789 0.712
H 2.580 -0.537 0.211
H 2.905 -1.779 2.096
*
```

The energy relative to the best compared isomer or geometry (same formula, charge and spin) comes out at 6.022 eV.

Atomic partial charges in e from the Löwdin method, atoms 1 to 8: number 1, C, carries -0.0519; number 2, C, carries -0.2461; number 3, C, carries -0.2251; number 4, C, carries -0.0536; number 5, C, carries -0.1527; number 6, C, carries -0.2284; number 7, C, carries 0.0895; number 8, H, carries 0.0783



No. 8
Molecular formula: C27H35N3O9P
Method: DFT, the ωB97M-V functional and the def2-TZVPD basis

ORCA input file:
```
! RIJCOSX wB97M-V def2-TZVPD def2/J DEFGRID3
* xyz 1 1
C 3.484 -6.088 -1.481
C 2.200 -6.769 -1.952
O 1.780 -6.371 -3.291
N 0.710 -5.419 -3.340
C -0.602 -6.137 -3.042
C -1.490 -5.600 -1.928
C -2.669 -6.575 -1.724
C -3.933 -6.079 -2.429
O -4.925 -7.077 -2.501
C 1.040 -4.216 -2.504
C 0.263 -2.941 -2.851
C 0.463 -1.970 -1.689
N -0.640 -1.277 -1.164
O 1.568 -1.824 -1.254
P 0.796 -4.976 -5.138
N -0.405 -4.328 -5.825
H 3.711 -5.200 -2.073
H 4.336 -6.763 -1.578
H 3.404 -5.783 -0.435
H 2.340 -7.848 -2.053
H 1.366 -6.636 -1.255
H -1.160 -6.168 -3.985
H -0.310 -7.166 -2.820
H -1.896 -4.617 -2.181
H -0.923 -5.517 -0.996
H -2.870 -6.650 -0.653
H -2.432 -7.576 -2.100
H -4.344 -5.236 -1.859
H -3.680 -5.682 -3.426
H -4.977 -7.447 -3.392
H 2.100 -4.029 -2.666
H 0.924 -4.477 -1.452
H 0.704 -2.449 -3.725
H -0.793 -3.098 -3.066
H -1.498 -1.809 -1.277
H -0.794 -0.370 -1.607
H 1.992 -4.254 -5.051
H 1.185 -6.235 -5.593
H -1.229 -4.036 -5.323
C 0.268 1.811 2.014
C -0.228 1.318 0.883
C -1.384 1.947 0.201
O -1.802 1.485 -0.847
C -1.993 3.142 0.825
C -1.507 3.636 1.961
C -0.343 3.012 2.638
O 0.102 3.484 3.665
H 1.117 1.376 2.526
H 0.192 0.455 0.384
H -2.837 3.585 0.311
H -1.931 4.509 2.441
C 2.944 5.534 3.740
C 2.459 5.561 2.503
C 3.309 5.930 1.345
O 2.864 5.936 0.217
C 4.725 6.285 1.620
C 5.212 6.265 2.858
C 4.361 5.884 4.017
O 4.807 5.857 5.142
H 2.341 5.255 4.596
H 1.431 5.309 2.280
H 5.324 6.555 0.760
H 6.239 6.518 3.086
C -1.172 7.757 5.036
C -1.699 6.738 4.362
C -2.940 6.910 3.564
O -3.422 5.983 2.942
C -3.574 8.250 3.549
C -3.048 9.268 4.224
C -1.803 9.103 5.020
O -1.321 10.029 5.631
H -0.270 7.662 5.627
H -1.253 5.749 4.366
H -4.478 8.342 2.961
H -3.489 10.256 4.230
*
```

Atomic partial charges in e from the Löwdin method, atoms 1 to 8: number 1, C, carries -0.0425; number 2, C, carries -0.1882; number 3, O, carries -0.1647; number 4, N, carries -0.3166; number 5, C, carries -0.1179; number 6, C, carries -0.1733; number 7, C, carries -0.1618; number 8, C, carries -0.2788



no.,maximum force (eV/A),E_tot (Eh)
1,4.6,-612.0584
2,5.1,-728.8533
3,1.0,-438.8926
4,1.4,-1921.9222
5,3.8,-735.5024
6,2.9,-655.4297
7,1.4,-272.4967
8,1.0,-2232.1544